Entry 1:
DFT (ωB97M-V with the def2-TZVPD basis set) results for a single C6H7NO4 molecule in a non-equilibrium geometry.

Last column: Löwdin charge in e.
Positions of all 18 atoms, in Å:
O: -0.2268 -0.6441 2.1047  0.12
C: -0.9484 -0.1243 1.0887  -0.31
C: -2.2633 0.0169 0.7481  -0.01
C: -2.3405 0.8874 -0.4078  -0.01
C: -1.0329 1.1866 -0.7139  -0.32
O: -0.5796 2.2707 -1.4661  0.06
N: -0.2143 0.5744 0.1774  0.00
O: 1.1869 0.6208 0.2351  0.02
C: 1.8154 -0.3316 -0.6172  -0.26
C: 2.0641 -1.6408 -0.0138  -0.04
O: 1.0422 -1.4518 -1.0265  0.01
H: 0.6261 -0.6694 1.7711  0.03
H: -3.1505 -0.4584 1.0480  0.09
H: -3.2128 1.3295 -0.9515  0.13
H: 0.2990 2.4840 -1.1033  0.10
H: 2.4990 0.2315 -1.3132  0.18
H: 2.8225 -2.2224 -0.4814  0.10
H: 1.6138 -2.0589 0.9217  0.14

Forces on atoms 1 to 6 (eV/Å):
O -3.09 -0.71 1.11
C -0.40 0.14 0.15
C 0.08 0.37 -0.98
C 1.02 0.20 -0.56
C -1.04 2.26 -1.02
O 0.59 -1.22 0.41

For the frontier orbital gap, the calculation gives 0.2948 hartree. Its structure (SMILES) is Oc1ccc(O)n1O[C@H]1CO1. The calculated total energy is -16010.4070 eV.

=====

Entry 2:
DFT (ωB97M-V with the def2-TZVPD basis set) results for a single C6H7NO4 molecule in a non-equilibrium geometry.

Last column: Löwdin charge in e.
Positions of all 18 atoms, in Å:
O: -1.3863 1.2294 -1.5015  0.09
N: -1.5008 0.2834 -0.7149  -0.28
O: -2.2334 -0.6831 -0.8153  0.10
C: -0.6006 0.5429 0.4987  -0.37
O: -1.4409 0.7159 1.6060  0.06
C: 0.3884 1.5605 0.0544  -0.03
C: 1.3992 1.1827 -0.7395  -0.06
C: 1.6377 -0.2255 -1.0852  -0.07
C: 1.0157 -1.1563 -0.3867  -0.04
C: 0.2159 -0.8136 0.8081  -0.28
O: -0.5735 -1.8599 1.3984  -0.04
H: -1.6108 -0.1760 1.9645  0.11
H: 0.0743 2.5713 0.3914  0.14
H: 1.8488 2.0373 -1.3063  0.13
H: 2.1312 -0.3014 -1.9757  0.08
H: 1.1020 -2.2992 -0.6218  0.16
H: 0.9268 -0.6705 1.6260  0.17
H: -1.3937 -1.9379 0.7995  0.13

Forces on atoms 1 to 6 (eV/Å):
O -1.54 -1.86 -0.08
N 0.34 2.12 -1.20
O 0.50 0.43 0.26
C 0.89 -4.17 2.50
O 0.35 0.91 -0.69
C -0.58 0.94 1.30

For the frontier orbital gap, the calculation gives 0.3346 hartree. Its structure (SMILES) is O=[N+]([O-])[C@]1(O)C=CC=C[C@@H]1O. The calculated total energy is -16010.5562 eV.

=====

Entry 3:
DFT (ωB97M-V with the def2-TZVPD basis set) results for 2 unconnected molecules or ions with the total composition C6H7NOS in a non-equilibrium geometry.

Last column: Löwdin charge in e.
Positions of all 16 atoms, in Å:
C: 2.2359 0.6874 -0.0591  -0.27
C: -0.4447 0.4746 -0.7945  -0.57
C: 1.6511 -1.8624 0.0264  -0.07
C: 1.4250 -1.2105 1.3607  -0.11
C: 1.3479 -0.3466 0.1447  -0.28
C: -3.1097 1.4517 -0.4684  -0.29
N: 2.8518 1.6385 -0.1601  0.16
O: -0.6002 0.5542 -1.9586  0.05
S: -1.5966 0.8002 0.4957  0.88
H: 2.5867 -2.2089 -0.2618  0.08
H: 0.7160 -2.2142 -0.4219  0.11
H: 0.5536 -1.4924 1.8839  0.09
H: 2.4340 -1.0670 1.8475  0.14
H: -3.9447 1.0476 0.1449  0.04
H: -3.1267 1.2076 -1.4537  -0.01
H: -2.9793 2.5403 -0.3259  0.04

Forces on atoms 1 to 6 (eV/Å):
C -0.05 -0.03 0.16
C 1.08 -1.42 1.32
C -3.19 2.23 -0.18
C 2.25 0.15 -0.58
C -2.63 -0.74 -1.22
C 1.03 1.04 4.58

For the frontier orbital gap, the calculation gives 0.3396 hartree. The calculated total energy is -20704.4244 eV.

=====

Entry 4:
DFT (ωB97M-V with the def2-TZVPD basis set) results for a single C6H7NOS molecule in a non-equilibrium geometry.

Last column: Löwdin charge in e.
Positions of all 16 atoms, in Å:
C: -1.4622 0.4737 1.7751  -0.07
C: -0.2692 0.7910 2.3910  -0.07
C: -1.3823 -0.3040 0.6080  -0.09
C: 0.9497 0.5095 1.7801  -0.03
C: -0.1601 -0.6479 0.0303  -0.54
C: 0.7618 -0.9759 -2.4704  -0.38
N: 0.9661 -0.1414 0.6169  -0.22
O: 2.0535 -0.2961 -0.0592  -0.14
S: -0.2774 -1.8260 -1.2284  0.92
H: -2.3618 0.7902 2.1947  0.08
H: -0.1056 1.3583 3.3361  0.12
H: -2.2619 -0.8044 0.1214  0.11
H: 1.8573 0.6163 2.4188  0.15
H: 1.0031 -1.7454 -3.2006  0.01
H: 1.7400 -0.4850 -1.9451  0.09
H: -0.0068 -0.3438 -2.9872  0.04

Forces on atoms 1 to 6 (eV/Å):
C 1.32 -0.77 -0.88
C 1.28 0.96 0.43
C -0.76 -0.48 0.16
C -0.62 -0.28 2.04
C -2.14 0.64 1.75
C 0.46 0.72 0.07

For the frontier orbital gap, the calculation gives 0.3182 hartree. The calculated total energy is -20705.2876 eV.

=====

- The highest calculated total energy belongs to which entry?
  number 1

=====

- What is the calculated total energy in the fourth record?
  -20705.2876 eV

=====

- What is the formula in the first record?
  C6H7NO4